Record 1
Entry from the OMol25 dataset: a structure of composition C3H4Br2S at a distorted geometry (the ωB97M-V functional and the def2-TZVPD basis).

CARTESIAN COORDINATES (ANGSTROEM)
C: 0.11059 -1.34320 0.85902
C: 0.09811 -2.65221 0.63257
C: 0.27793 -0.32141 -0.19221
S: 1.30563 1.03237 0.43852
Br: -0.15879 -3.75608 2.17460
Br: 0.24917 -3.55760 -0.91554
H: 0.24939 -0.88821 1.82699
H: -0.68213 -0.05610 -0.51792
H: 0.71748 -0.89644 -1.01093
H: 1.75246 1.52112 -0.89003

Lowest unoccupied orbital energy in Ha: 0.0199
Total energy in Eh: -5662.870175
E_HOMO in eV: -9.35
HOMO-LUMO gap in hartree: 0.364

---

Record 2
Entry from the OMol25 dataset: a structure of composition C2CrF5NO4S2 at a distorted geometry (the ωB97M-V functional and the def2-TZVPD basis).

CARTESIAN COORDINATES (ANGSTROEM)
Cr: 2.37665 -1.22957 0.08046
F: 3.48911 -2.47808 -0.50740
N: -0.55026 1.29904 0.87781
S: 1.08657 1.10652 0.81284
O: 1.75415 2.35488 1.13038
O: 1.52942 -0.09580 1.59513
C: 1.30390 0.39495 -0.90358
F: 1.59035 1.40820 -1.74950
S: -1.24702 0.63211 -0.34152
O: -0.01890 -0.07075 -1.18330
O: -2.19894 1.38663 -1.11802
C: -2.12835 -0.92788 0.22932
F: -1.27850 -1.69002 0.86988
F: -3.09710 -0.54489 1.02808
F: -2.61109 -1.54533 -0.82060

Total charge: +1
Lowest unoccupied orbital energy (alpha / beta) in Ha: -0.3210 / -0.2639
Total energy in Eh: -2771.658877
E_HOMO (alpha / beta) in eV: -16.13 / -16.16
2S+1: 4
HOMO-LUMO gap (alpha / beta) in hartree: 0.272 / 0.330

---

Record 3
Entry from the OMol25 dataset: a cluster of 2 separate species, C3H3OS in total at a distorted geometry (the ωB97M-V functional and the def2-TZVPD basis).

CARTESIAN COORDINATES (ANGSTROEM)
C: 0.83295 -0.29368 0.87815
C: -1.72490 0.42880 -0.70964
C: 1.62413 -0.23529 -0.13249
O: 2.27147 -0.15795 -1.06488
S: -3.08675 0.05773 -0.17306
H: -0.16351 -0.76955 0.74437
H: -0.98475 1.06251 -1.37016
H: 1.23135 -0.09257 1.82771

Total charge: +1
Lowest unoccupied orbital energy (alpha / beta) in Ha: -0.2824 / -0.2824
Total energy in Eh: -589.116306
E_HOMO (alpha / beta) in eV: -13.41 / -13.41
HOMO-LUMO gap (alpha / beta) in hartree: 0.211 / 0.210

---

Record 4
Entry from the OMol25 dataset: a structure of composition C8H22O12SZn at a distorted geometry (the ωB97M-V functional and the def2-TZVPD basis).

CARTESIAN COORDINATES (ANGSTROEM)
Zn: -15.58422 -4.23753 -3.09439
S: -18.08623 -2.79162 -1.37519
O: -17.63446 -1.42037 -1.08755
O: -19.50689 -2.87177 -1.69103
O: -17.30847 -3.31878 -2.56720
O: -17.73389 -3.71536 -0.22451
O: -14.03761 -5.39701 -3.49513
C: -13.29332 -4.70163 -4.37780
C: -14.06722 -3.81573 -5.33274
O: -15.14631 -3.16678 -4.77139
H: -12.63451 -5.34372 -5.03623
H: -12.49435 -4.06755 -3.87967
H: -14.39567 -4.46411 -6.19498
H: -13.35986 -3.09050 -5.80200
C: -18.37561 -1.83032 -6.21413
C: -17.46373 -1.39374 -7.29246
O: -16.19305 -0.96684 -6.81035
O: -17.98341 -3.06987 -5.68997
H: -19.36443 -2.03269 -6.63865
H: -18.41972 -1.09234 -5.41033
H: -17.85365 -0.53435 -7.85434
H: -17.38314 -2.24621 -7.99710
H: -15.76889 -1.64305 -6.17804
H: -17.13515 -2.97348 -5.18069
C: -17.17026 -6.67673 -6.12933
C: -16.98860 -6.78833 -4.61919
O: -17.00654 -5.47227 -4.07849
O: -18.20326 -5.80586 -6.46108
H: -17.40314 -7.63335 -6.61391
H: -16.19520 -6.35895 -6.54886
H: -16.01574 -7.22061 -4.37844
H: -17.77169 -7.42076 -4.17697
H: -17.88691 -5.25270 -3.72769
H: -17.94694 -4.87251 -6.22504
C: -14.78872 -4.62650 -0.31439
C: -14.66278 -3.17706 -0.37284
O: -14.62477 -2.75955 -1.74222
O: -15.93770 -5.03795 -1.05912
H: -14.89480 -4.91080 0.74453
H: -13.93654 -5.14593 -0.75327
H: -13.73861 -2.83647 0.15236
H: -15.47201 -2.68744 0.18280
H: -14.54076 -1.80386 -1.77349
H: -16.75931 -4.48644 -0.70395

Total charge: -2
Lowest unoccupied orbital energy in Ha: 0.1805
Total energy in Eh: -3398.487571
E_HOMO in eV: -1.80
HOMO-LUMO gap in hartree: 0.246

---

Record 5
Entry from the OMol25 dataset: a cluster of 2 separate species, CH5NO3S2 in total at a distorted geometry (the ωB97M-V functional and the def2-TZVPD basis).

CARTESIAN COORDINATES (ANGSTROEM)
C: -0.30229 1.20797 0.51563
N: -0.62293 -1.25473 -0.75658
O: -0.07112 0.71941 -2.07281
O: -2.22747 0.61408 -1.09815
O: 1.14691 -1.20806 0.14824
S: -0.52959 -1.84254 -2.20444
S: -0.85561 0.39472 -0.95264
H: -0.13400 0.42639 1.19741
H: 0.59854 1.82140 0.32582
H: -1.17798 1.79741 0.81017
H: 1.59101 -1.97275 -0.18647
H: -0.89118 -3.05480 -1.88396

Lowest unoccupied orbital energy (alpha / beta) in Ha: -0.0562 / -0.0430
Total energy in Eh: -1117.777095
E_HOMO (alpha / beta) in eV: -10.63 / -9.68
HOMO-LUMO gap (alpha / beta) in hartree: 0.335 / 0.313

---

Record 6
Entry from the OMol25 dataset: an isolated molecule of C4H4O2 (the ωB97M-V functional and the def2-TZVPD basis).

CARTESIAN COORDINATES (ANGSTROEM)
O: -2.43797 0.25337 -0.56661
C: -1.83530 -0.42156 0.21971
O: -0.71099 -0.08291 0.86655
C: 0.17851 0.85606 0.23352
C: 1.40922 0.08175 0.01958
C: 2.33971 -0.67541 -0.07810
H: -2.13702 -1.43927 0.49349
H: -0.28389 1.16674 -0.70939
H: 0.35591 1.71151 0.90543
H: 3.12847 -1.39910 -0.11458

SMILES: C#CCOC=O
Lowest unoccupied orbital energy in Ha: 0.0336
Total energy in Eh: -305.216193
E_HOMO in eV: -10.52
HOMO-LUMO gap in hartree: 0.420

---

Record 7
Entry from the OMol25 dataset: a cluster of 2 separate species, C5H8N6O3 in total at a distorted geometry (the ωB97M-V functional and the def2-TZVPD basis).

CARTESIAN COORDINATES (ANGSTROEM)
C: -1.78792 0.42457 -0.12939
C: -1.31476 -0.89508 -0.08875
C: 0.12637 0.50744 0.77168
C: -3.15486 0.88197 -0.26389
C: 3.03075 -0.70324 -1.00572
N: -0.08226 -0.82653 0.47723
N: -0.80606 1.31507 0.48434
N: -1.83725 -2.02523 -0.63435
N: 2.88185 -1.89444 -0.98815
N: 3.27315 0.45506 -1.11366
N: 1.31257 0.83252 1.27388
O: -3.43312 2.16274 0.27502
O: -4.09102 0.27247 -0.66553
O: 3.07351 1.42016 -0.13634
H: -2.58068 2.57901 0.53303
H: -2.87263 -2.18066 -0.72154
H: -1.23905 -2.74211 -0.44360
H: 2.29197 -2.33412 -1.65878
H: 0.71552 -1.53323 0.63590
H: 1.61595 0.26428 2.05423
H: 1.23000 1.86596 1.71593
H: 3.64800 2.15337 -0.37154

SMILES: Nc1nc(C(=O)O)c(N)[nH]1.N=C=NO
Lowest unoccupied orbital energy in Ha: 0.0078
Total energy in Eh: -749.483098
E_HOMO in eV: -7.66
HOMO-LUMO gap in hartree: 0.289

---

Record 8
Entry from the OMol25 dataset: a cluster of 2 separate species, C5H11ClNP in total at a distorted geometry (the ωB97M-V functional and the def2-TZVPD basis).

CARTESIAN COORDINATES (ANGSTROEM)
C: -1.90681 0.87530 -0.81259
C: -0.68160 1.62831 -1.32032
C: -1.26331 -0.08929 0.19246
C: 0.15759 1.71880 -0.03854
C: 2.06639 -2.39070 1.52773
N: -0.16633 0.58467 0.77960
P: 2.24243 -1.01262 0.30789
Cl: 1.27937 -1.87056 -1.21494
H: -2.57271 1.56319 -0.28407
H: -2.46977 0.36507 -1.59211
H: -0.15821 1.03174 -2.07029
H: -0.91085 2.60395 -1.74300
H: -1.93679 -0.44364 0.97767
H: -0.90812 -0.98689 -0.34578
H: 1.23427 1.77938 -0.22263
H: -0.11041 2.61967 0.53432
H: 2.53889 -2.08119 2.45580
H: 2.55118 -3.29095 1.15804
H: 1.01479 -2.60425 1.71077

Lowest unoccupied orbital energy (alpha / beta) in Ha: -0.0139 / 0.0041
Total energy in Eh: -1053.338622
E_HOMO (alpha / beta) in eV: -8.82 / -7.60
HOMO-LUMO gap (alpha / beta) in hartree: 0.310 / 0.283

---

Record 9
Entry from the OMol25 dataset: a structure of composition C28H19MnN6OS at a distorted geometry (the ωB97M-V functional and the def2-TZVPD basis).

CARTESIAN COORDINATES (ANGSTROEM)
Mn: -1.15176 -1.55475 -1.78359
C: 1.55650 0.23307 -4.62157
C: 0.88769 -0.72625 -3.86254
N: -0.05462 -0.35182 -3.00259
C: -0.34802 0.96857 -2.88285
C: 0.35646 1.88891 -3.63307
N: 1.30064 1.52313 -4.49890
C: -1.44771 1.29517 -1.93560
C: -1.85326 2.54052 -1.51368
C: -2.89321 2.65051 -0.57095
C: -3.46077 1.45983 -0.07668
C: -3.00306 0.24760 -0.53893
N: -2.04189 0.19671 -1.46417
C: -3.42593 -1.11076 -0.10192
C: -4.47905 -1.38361 0.74779
N: -4.82520 -2.62913 1.06991
C: -4.11829 -3.61805 0.55268
C: -3.02970 -3.38511 -0.28653
N: -2.69480 -2.13859 -0.60618
C: -3.35833 3.97546 -0.09439
C: -4.36570 4.08964 0.85740
C: -4.76530 5.35339 1.27330
N: -4.23199 6.47665 0.80595
C: -3.26990 6.37171 -0.10382
C: -2.80317 5.15365 -0.58156
H: 2.31515 -0.06744 -5.33303
H: 1.12806 -1.77864 -3.92845
H: 0.15547 2.94925 -3.54939
H: -1.36479 3.41910 -1.90227
H: -4.24130 1.48595 0.66591
H: -5.07053 -0.58543 1.17758
H: -4.40432 -4.63101 0.80580
H: -2.41966 -4.19111 -0.67105
H: -4.85603 3.23216 1.29407
H: -5.54727 5.46271 2.01317
H: -2.85030 7.29899 -0.47112
H: -2.01804 5.16549 -1.32308
C: 8.03058 -1.95624 2.56848
C: 6.71317 -1.65563 3.22018
O: 6.24519 -0.57263 3.36674
S: 5.78730 -3.16186 3.80564
C: 4.42043 -2.93009 2.70046
C: 4.38071 -3.58709 1.47100
C: 3.32141 -3.38966 0.60800
C: 2.28002 -2.52942 0.97762
C: 2.30612 -1.88320 2.21999
C: 3.37099 -2.08666 3.07221
C: 1.19678 -2.29913 0.09189
C: 0.24509 -2.09650 -0.65328
H: 8.55530 -1.03162 2.34582
H: 7.84430 -2.52220 1.65408
H: 8.62507 -2.59496 3.22341
H: 5.18196 -4.26356 1.20536
H: 3.28906 -3.90175 -0.34394
H: 1.49169 -1.23271 2.50851
H: 3.40874 -1.59153 4.03216

Total charge: +2
Lowest unoccupied orbital energy (alpha / beta) in Ha: -0.3066 / -0.2952
Total energy in Eh: -3030.745853
E_HOMO (alpha / beta) in eV: -13.08 / -13.08
2S+1: 5
HOMO-LUMO gap (alpha / beta) in hartree: 0.174 / 0.186

---

Molecular weight values, unit g mol⁻¹, following the record order: 231.9 313.1 87.1 407.7 143.2 84.1 200.2 151.6 542.5.